Entry 1:
The following is a DFT calculation (the ωB97M-V functional and the def2-TZVPD basis) of C5H7NO2 in the gas phase.

## Properties
gap between HOMO and LUMO: 10.522 eV
energy above the lowest of the compared OMol25 structures with the same formula, charge and spin: 32.82 kcal/mol
charge: 0
HOMO energy: -10.61 eV
SMILES string: O=C(O)C1=NCCC1

Element x y z (Å)
C: -0.04 -0.42 1.48
C: -0.04 -0.09 0.04
C: 0.75 0.29 -1.98
C: -0.78 0.59 -2.10
C: -1.16 0.68 -0.62
H: 1.76 -0.01 1.35
H: 1.40 1.32 -2.22
H: 1.00 -0.36 -2.79
H: -1.24 -0.27 -2.81
H: -1.05 1.39 -2.69
H: -2.11 0.42 -0.44
H: -1.12 1.82 -0.24
N: 1.03 -0.18 -0.70
O: 1.22 -0.38 2.14
O: -1.00 -0.79 2.08


Entry 2:
The following is a DFT calculation (the ωB97M-V functional and the def2-TZVPD basis) of C6H11N in the gas phase.

## Properties
gap between HOMO and LUMO: 9.432 eV
energy above the lowest of the compared OMol25 structures with the same formula, charge and spin: 44.43 kcal/mol
charge: 0
HOMO energy: -8.41 eV
SMILES string: C=N[C@@H]1CC1(C)C

Element x y z (Å)
C: 0.47 0.09 0.39
C: -1.17 -0.10 0.43
C: -0.42 0.86 1.31
C: 1.17 0.85 -0.71
C: 1.25 -1.09 0.93
C: -1.80 -0.29 -1.77
N: -1.88 0.39 -0.67
H: -1.56 -1.00 0.89
H: -0.56 1.92 1.11
H: -0.40 0.61 2.37
H: 0.59 -1.90 1.25
H: 1.92 -1.51 0.17
H: 1.51 0.18 -1.51
H: 2.05 1.35 -0.31
H: 0.53 1.61 -1.17
H: 1.86 -0.79 1.78
H: -2.41 0.00 -2.64
H: -1.15 -1.17 -1.85


Entry 3:
The following is a DFT calculation (the ωB97M-V functional and the def2-TZVPD basis) of a molecular structure, C18H23BrGeN3NdS.

## Properties
gap between HOMO and LUMO (spin up / spin down): 4.694 / 4.756 eV
spin multiplicity: 4
energy above the lowest of the compared OMol25 structures with the same formula, charge and spin: 6.01 kcal/mol
charge: 0
HOMO energy (spin up / spin down): -5.08 / -5.13 eV

Element x y z (Å)
Nd: 0.15 0.15 -0.39
Br: 2.58 -1.55 -0.75
C: 2.99 -1.37 1.17
C: 4.31 -1.33 1.52
C: 4.64 -1.24 2.88
C: 3.65 -1.29 3.83
C: 2.29 -1.37 3.46
C: 1.28 -1.46 4.43
C: -0.03 -1.47 4.05
C: -0.39 -1.32 2.70
C: 0.54 -1.22 1.67
C: 1.91 -1.32 2.08
H: 5.08 -1.35 0.77
H: 5.67 -1.15 3.17
H: 3.90 -1.25 4.88
H: 1.56 -1.53 5.47
H: -0.81 -1.56 4.80
H: -1.45 -1.32 2.47
C: -4.19 1.18 0.74
C: -4.14 0.76 -0.74
C: -3.38 -0.51 -0.88
N: -2.08 -0.54 -1.00
N: -1.54 -1.78 -0.99
C: -2.43 -2.71 -0.81
N: -2.16 -4.03 -0.68
S: -4.08 -2.11 -0.63
H: -4.67 2.15 0.84
H: -3.17 1.26 1.12
H: -4.73 0.45 1.33
H: -3.62 1.53 -1.31
H: -5.15 0.64 -1.14
H: -1.22 -4.33 -0.90
H: -2.90 -4.69 -0.84
C: -0.74 1.42 -3.21
Ge: 0.76 2.51 -2.27
C: 2.33 1.38 -2.86
C: 0.87 4.14 -3.47
C: 0.72 2.49 -0.35
H: -0.76 1.59 -4.28
H: -1.73 1.70 -2.82
H: -0.60 0.33 -3.05
H: 2.77 1.75 -3.79
H: 2.04 0.33 -3.05
H: 3.13 1.38 -2.11
H: 0.96 3.82 -4.50
H: 1.73 4.75 -3.22
H: -0.01 4.76 -3.38
H: 0.11 3.32 0.05


Entry 4:
The following is a DFT calculation (the ωB97M-V functional and the def2-TZVPD basis) of C4H9N3S in the gas phase.

## Properties
gap between HOMO and LUMO: 8.588 eV
energy above the lowest of the compared OMol25 structures with the same formula, charge and spin: 137.59 kcal/mol
charge: 0
HOMO energy: -8.20 eV
SMILES string: SC[C@@H]1CN=CNN1

Element x y z (Å)
C: -0.49 1.37 -0.06
C: -0.17 0.09 0.73
C: 1.37 -0.17 0.45
C: 0.33 -1.36 -1.52
H: -0.65 3.40 1.52
H: -1.67 1.62 0.21
H: -0.19 1.22 -1.05
H: -0.30 0.17 1.88
H: 2.00 0.89 0.18
H: 2.28 -0.62 1.22
H: 0.53 -1.94 -2.56
H: -1.11 -2.88 -0.94
H: -1.89 -1.07 0.77
N: 1.26 -0.74 -1.00
N: -0.94 -1.66 -0.92
N: -0.91 -1.06 0.46
S: 0.56 2.72 0.64


Entry 5:
The following is a DFT calculation (the ωB97M-V functional and the def2-TZVPD basis) of 2 unconnected molecules or ions with the total composition C3H7NO2S.

## Properties
gap between HOMO and LUMO (spin up / spin down): 5.974 / 6.547 eV
spin multiplicity: 3
energy above the lowest of the compared OMol25 structures with the same formula, charge and spin: 155.13 kcal/mol
charge: 0
HOMO energy (spin up / spin down): -5.32 / -9.21 eV

Element x y z (Å)
C: 2.34 0.34 0.60
C: -2.55 -1.16 -1.19
C: 1.32 1.20 1.15
N: 0.92 1.84 2.04
O: 0.11 2.31 2.76
O: 0.11 -1.09 -1.72
S: -0.84 -1.00 -0.54
H: 2.81 -0.29 1.36
H: 3.05 1.05 0.29
H: 1.94 -0.12 -0.37
H: -2.88 -0.21 -1.74
H: -3.14 -1.34 -0.24
H: -2.50 -1.94 -2.02
H: -0.67 0.41 -0.39


Entry 6:
The following is a DFT calculation (the ωB97M-V functional and the def2-TZVPD basis) of 8 unconnected molecules or ions with the total composition C24H56N8O8.

## Properties
gap between HOMO and LUMO: 9.124 eV
energy above the lowest of the compared OMol25 structures with the same formula, charge and spin: 153.71 kcal/mol
charge: 0
HOMO energy: -8.98 eV
SMILES string: CN(C)C=O.CN(C)C=O.CN(C)C=O.CN(C)C=O.CN(C)C=O.CN(C)C=O.CN(C)C=O.CN(C)C=O

Element x y z (Å)
C: 0.55 3.13 -3.81
O: 0.78 2.31 -2.94
N: 1.55 3.78 -4.46
C: 1.30 4.71 -5.53
C: 2.93 3.42 -4.20
H: -0.43 3.41 -4.22
H: 0.37 5.26 -5.37
H: 1.21 4.24 -6.52
H: 2.09 5.45 -5.67
H: 3.07 2.85 -3.29
H: 3.32 2.81 -5.01
H: 3.51 4.34 -4.08
C: -2.24 -5.04 2.71
O: -2.95 -4.38 1.98
N: -0.99 -5.47 2.40
C: -0.22 -6.19 3.40
C: -0.40 -5.27 1.10
H: -2.59 -5.35 3.71
H: -0.60 -6.12 4.42
H: 0.84 -5.94 3.35
H: -0.32 -7.26 3.19
H: -0.98 -4.74 0.35
H: 0.51 -4.69 1.24
H: -0.17 -6.25 0.66
C: -6.30 1.37 -2.36
O: -6.52 0.55 -1.50
N: -5.08 1.86 -2.71
C: -3.93 1.50 -1.89
C: -4.94 2.74 -3.89
H: -7.10 1.70 -3.05
H: -4.34 1.07 -0.98
H: -3.35 2.40 -1.67
H: -3.29 0.74 -2.33
H: -4.33 2.15 -4.57
H: -5.89 2.93 -4.38
H: -4.55 3.67 -3.50
C: 3.35 -3.12 6.47
O: 2.92 -2.09 6.96
N: 2.94 -3.70 5.34
C: 3.48 -4.95 4.90
C: 1.80 -3.19 4.56
H: 4.24 -3.62 6.90
H: 2.79 -5.80 4.80
H: 4.38 -5.32 5.39
H: 3.77 -4.83 3.84
H: 2.10 -3.10 3.52
H: 1.12 -4.04 4.59
H: 1.35 -2.31 5.01
C: -2.37 5.49 -1.99
O: -2.22 6.51 -2.63
N: -1.62 5.23 -0.88
C: -1.76 4.07 0.00
C: -0.41 6.05 -0.72
H: -3.07 4.70 -2.29
H: -1.35 3.23 -0.56
H: -2.82 3.90 0.21
H: -1.38 4.23 1.01
H: -0.70 7.01 -0.28
H: 0.22 5.56 0.01
H: 0.03 6.33 -1.68
C: 3.15 0.55 5.55
O: 2.04 1.05 5.62
N: 3.80 0.30 4.41
C: 5.01 -0.49 4.42
C: 3.20 0.44 3.10
H: 3.78 0.37 6.43
H: 4.93 -1.57 4.27
H: 5.60 -0.31 5.32
H: 5.71 -0.15 3.64
H: 2.18 0.82 3.23
H: 3.83 1.15 2.56
H: 3.03 -0.46 2.49
C: -1.72 -0.86 0.74
O: -2.38 0.01 0.21
N: -0.37 -0.92 0.67
C: 0.35 0.01 -0.18
C: 0.42 -1.96 1.28
H: -2.09 -1.63 1.44
H: -0.32 0.75 -0.60
H: 0.83 -0.52 -1.00
H: 1.03 0.69 0.34
H: -0.02 -2.38 2.18
H: 0.80 -2.75 0.63
H: 1.32 -1.45 1.62
C: -0.55 -1.42 -5.58
O: 0.26 -2.33 -5.60
N: -1.07 -0.82 -4.49
C: -1.45 0.59 -4.42
C: -0.86 -1.47 -3.21
H: -0.92 -0.99 -6.52
H: -2.54 0.62 -4.47
H: -0.91 1.14 -5.19
H: -1.14 0.93 -3.44
H: -1.45 -1.06 -2.39
H: -0.98 -2.55 -3.20
H: 0.18 -1.27 -2.91


Entry 7:
The following is a DFT calculation (the ωB97M-V functional and the def2-TZVPD basis) of a molecular structure, C29H46InN4O4S2SbTe.

## Properties
gap between HOMO and LUMO: 6.527 eV
energy above the lowest of the compared OMol25 structures with the same formula, charge and spin: 17.97 kcal/mol
charge: +2
HOMO energy: -12.85 eV

Element x y z (Å)
In: -0.32 0.77 0.98
O: -3.65 -1.46 3.06
C: -2.77 -0.88 2.27
O: -1.72 -0.40 2.64
C: -3.17 -0.86 0.83
C: -4.32 -1.45 0.33
C: -4.53 -1.40 -1.05
C: -3.61 -0.77 -1.85
C: -2.50 -0.18 -1.26
N: -2.28 -0.24 0.05
C: -1.39 0.48 -2.02
O: -1.36 0.12 -3.30
O: -0.48 1.04 -1.45
H: -3.33 -1.44 3.98
H: -5.01 -1.94 1.00
H: -5.41 -1.86 -1.48
H: -3.73 -0.71 -2.93
H: -0.55 0.48 -3.71
C: 3.35 2.00 4.74
S: 3.52 2.72 3.09
C: 1.96 2.45 2.37
S: 0.73 1.47 3.17
N: 1.79 3.06 1.23
N: 0.52 2.87 0.76
C: -0.16 3.90 0.46
C: -1.62 3.77 0.37
C: -2.41 4.89 0.14
C: -3.78 4.80 0.30
C: -4.32 3.58 0.69
C: -3.46 2.51 0.88
N: -2.14 2.58 0.73
H: 4.31 2.19 5.22
H: 2.56 2.51 5.30
H: 3.17 0.93 4.70
H: 0.29 4.89 0.48
H: -1.93 5.82 -0.14
H: -4.41 5.66 0.13
H: -5.38 3.46 0.85
H: -3.87 1.55 1.19
C: -3.68 2.30 -4.83
Te: -3.19 2.99 -2.88
C: -1.25 3.68 -3.40
H: -3.55 3.11 -5.53
H: -4.72 1.99 -4.83
H: -3.04 1.45 -5.10
H: -0.87 3.08 -4.23
H: -0.59 3.56 -2.54
H: -1.29 4.72 -3.70
C: 3.53 -3.28 1.81
C: 2.65 -2.06 2.04
C: 3.53 -0.87 2.42
C: 1.65 -2.34 3.16
Sb: 1.48 -1.45 0.28
C: 0.41 -3.24 -0.46
C: -0.78 -3.47 0.46
C: -0.09 -3.01 -1.88
C: 1.30 -4.48 -0.44
C: 2.90 -0.69 -1.20
C: 4.19 -1.51 -1.19
C: 3.18 0.76 -0.79
C: 2.31 -0.69 -2.61
H: 4.13 -3.42 2.71
H: 4.23 -3.16 0.98
H: 2.97 -4.19 1.66
H: 4.02 -1.11 3.37
H: 2.96 0.04 2.56
H: 4.32 -0.69 1.69
H: 2.20 -2.54 4.08
H: 1.05 -3.23 2.95
H: 0.98 -1.50 3.35
H: -1.51 -2.66 0.38
H: -0.50 -3.58 1.51
H: -1.29 -4.39 0.15
H: -0.66 -2.08 -1.98
H: -0.76 -3.83 -2.14
H: 0.71 -3.00 -2.61
H: 1.51 -4.82 0.57
H: 2.25 -4.34 -0.96
H: 0.77 -5.29 -0.95
H: 4.72 -1.44 -0.25
H: 4.86 -1.11 -1.97
H: 4.02 -2.56 -1.42
H: 3.57 0.85 0.23
H: 2.28 1.38 -0.87
H: 3.92 1.19 -1.47
H: 2.14 -1.69 -2.99
H: 3.03 -0.20 -3.28
H: 1.39 -0.12 -2.65